Density functional theory data (the ωB97M-V functional and the def2-TZVPD basis) for 9 unconnected molecules or ions with the total composition C19H54Cl6O20P4.

HOMO	-0.367	Ha
SMILES string	COP(=O)(OC)OC.COP(=O)(OC)OC.COP(=O)(OC)OC.COP(=O)(OC)OC.ClCCl.ClCCl.ClCCl.OCCO.OCCO
frontier orbital gap	0.374	Eh
spin multiplicity	1
lowest unoccupied orbital energy	0.19	eV

Atoms and positions in Å:
C  1.00741  -3.67041  5.53450
O  0.64589  -3.04751  6.74323
P  1.29448  -1.58758  7.01104
O  1.99218  -0.99260  5.88125
O  0.04048  -0.72505  7.60707
C  -0.74083  -1.32913  8.58305
O  2.27432  -1.86167  8.27337
C  3.64309  -2.05616  8.08690
H  1.33630  -4.65590  5.86425
H  1.83971  -3.33068  4.91807
H  0.06040  -3.89263  5.04268
H  -0.65388  -0.89229  9.57789
H  -0.49670  -2.36226  8.83035
H  -1.80077  -1.41707  8.34455
H  4.04879  -1.04451  8.09587
H  3.91548  -2.45900  7.11140
H  4.09862  -2.64870  8.88031
C  3.87958  -2.10281  -3.41047
O  4.71359  -2.39233  -4.53120
P  5.39143  -1.19377  -5.42361
O  4.43732  -0.41494  -6.24563
O  6.59497  -1.93363  -6.22310
C  7.48329  -1.07583  -6.96842
O  6.14992  -0.35918  -4.26158
C  6.83690  -0.94349  -3.19649
H  4.39640  -2.22295  -2.45835
H  2.98676  -2.72513  -3.47129
H  3.49372  -1.09607  -3.57076
H  8.16288  -0.55234  -6.29595
H  7.06414  -0.25230  -7.54653
H  8.11872  -1.72172  -7.57435
H  6.34818  -0.69331  -2.25486
H  7.89312  -0.68081  -3.25553
H  6.95283  -2.02723  -3.21025
C  -1.30207  6.29528  0.93272
O  -2.28398  5.28812  0.82638
P  -2.92225  4.44087  2.11504
O  -4.31772  3.93994  1.90485
O  -2.75297  5.50155  3.37376
C  -3.76550  6.38117  3.63862
O  -1.83869  3.32006  2.41384
C  -2.07167  2.16831  3.19429
H  -1.63954  6.90260  1.77259
H  -1.30780  6.81065  -0.02772
H  -0.27060  5.94633  0.98176
H  -4.00629  7.01117  2.78233
H  -3.57844  7.03192  4.49279
H  -4.66792  5.82398  3.89019
H  -1.74411  1.27298  2.66590
H  -3.12964  2.03030  3.41732
H  -1.54471  2.15325  4.14832
C  3.20302  7.73758  -2.08299
O  4.13708  6.75223  -1.65558
P  4.11003  5.17244  -2.14550
O  5.44336  4.54802  -1.81472
O  2.79870  4.61810  -1.44495
C  3.00384  3.98335  -0.23726
O  3.74607  5.28343  -3.76478
C  3.54723  4.08079  -4.50705
H  3.86200  8.60323  -2.15003
H  2.37443  7.81152  -1.37868
H  2.84310  7.52647  -3.08997
H  2.33033  4.46003  0.47495
H  3.97271  4.00676  0.26160
H  2.67375  2.94454  -0.23449
H  4.43864  3.65367  -4.96646
H  2.74596  4.19930  -5.23645
H  3.04750  3.36054  -3.85927
Cl  -1.20681  -3.91285  -5.25114
C  -1.89915  -2.79583  -6.54856
Cl  -0.80983  -3.00498  -7.87843
H  -2.91016  -3.09473  -6.82536
H  -2.08316  -1.76623  -6.24169
Cl  -1.09869  -3.64555  0.48933
C  -1.35308  -2.17223  -0.48671
Cl  0.07594  -1.03078  -0.51941
H  -1.59380  -2.43783  -1.51608
H  -2.23441  -1.69362  -0.05977
Cl  1.93180  -7.66632  -2.92616
C  0.79854  -7.66753  -1.57714
Cl  1.61529  -7.18718  -0.04404
H  0.01667  -6.95995  -1.85301
H  0.32041  -8.64248  -1.48250
O  -5.73124  -4.30321  -0.05318
C  -5.37460  -5.45865  -0.70544
C  -5.73756  -6.67695  0.08735
O  -7.09912  -7.02641  -0.17226
H  -6.67090  -4.35826  0.13556
H  -5.69173  -5.44865  -1.74823
H  -4.31435  -5.39322  -0.94975
H  -5.50514  -6.57530  1.14742
H  -5.05830  -7.46334  -0.24178
H  -7.55327  -6.28634  0.23721
O  -6.19789  2.40744  -1.32190
C  -7.29387  1.52407  -1.14445
C  -7.08084  0.39278  -0.11329
O  -6.85771  0.72872  1.24016
H  -6.15290  2.81258  -0.45275
H  -8.14053  2.19506  -0.99936
H  -7.37562  1.02599  -2.11055
H  -6.21821  -0.16746  -0.47399
H  -7.82799  -0.40003  -0.14928
H  -6.23038  1.44974  1.33039

=====

Density functional theory data (the ωB97M-V functional and the def2-TZVPD basis) for a molecular structure, C37H55AsN4SSbSe3Si3SnTe.

net charge	+1
HOMO	-0.325	Ha
frontier orbital gap	0.184	Eh
spin multiplicity	1
lowest unoccupied orbital energy	-3.84	eV

Atoms and positions in Å:
Sn  1.20557  0.54509  -0.24233
N  0.90817  -1.49891  3.87607
C  1.15997  -1.15551  2.60447
S  -0.16693  -0.71351  1.63387
N  2.39007  -1.20951  2.17937
N  2.52607  -1.04311  0.86917
C  3.53077  -1.59721  0.28417
C  3.44297  -1.89671  -1.12253
C  4.44117  -2.65261  -1.75413
C  4.22107  -3.09811  -3.04373
C  3.03537  -2.74841  -3.67913
C  2.11627  -1.95411  -3.00283
N  2.31467  -1.54461  -1.75763
H  1.62897  -1.98231  4.38857
H  -0.05653  -1.65131  4.11077
H  4.32877  -2.03801  0.87897
H  5.35447  -2.88921  -1.22903
H  4.96397  -3.69591  -3.55373
H  2.83687  -3.08561  -4.68463
H  1.20267  -1.62141  -3.49243
Se  3.77377  1.53439  -0.79803
Se  3.96457  0.76999  -2.93853
Te  2.57867  2.81309  -2.59023
Se  0.33647  2.13179  -2.64693
C  3.45767  5.01559  0.72467
Si  1.57097  4.84369  1.06647
C  0.65027  5.54679  -0.47233
C  1.13907  6.04669  2.50987
As  1.01767  2.42449  1.59357
Si  2.84627  2.22079  3.50397
C  2.59557  0.85659  4.81897
C  2.89227  3.91739  4.41787
C  4.42997  1.92099  2.47247
Si  -1.61453  2.70839  1.87007
C  -2.48643  1.24719  2.72767
C  -2.11353  2.96749  0.03987
C  -1.71553  4.25879  3.01717
H  3.70347  5.96929  0.26597
H  3.79457  4.23249  0.04257
H  4.05207  4.92619  1.62857
H  0.99847  6.55039  -0.70503
H  -0.42133  5.60719  -0.30633
H  0.81397  4.93399  -1.36053
H  2.00237  6.63819  2.79807
H  0.79407  5.50609  3.38397
H  0.36397  6.74849  2.21897
H  1.55397  0.76469  5.10867
H  3.17917  1.07349  5.70897
H  2.91817  -0.10071  4.42667
H  1.94897  4.11119  4.92167
H  3.09417  4.74639  3.74997
H  3.67177  3.89969  5.17417
H  4.41697  0.90409  2.08297
H  5.34617  2.05069  3.03837
H  4.46567  2.60139  1.62337
H  -2.45973  0.35789  2.10567
H  -3.52563  1.47939  2.93907
H  -1.99603  0.99359  3.66237
H  -1.75253  2.11919  -0.54953
H  -1.66363  3.86009  -0.38613
H  -3.18883  3.04219  -0.09513
H  -1.03063  4.14279  3.85577
H  -2.71693  4.37589  3.41907
H  -1.45643  5.17559  2.49817
C  0.67307  -4.48301  -0.45843
C  -0.70783  -4.79591  -0.96133
C  -1.15043  -6.11211  -1.02513
C  -2.41643  -6.41981  -1.49183
C  -3.26763  -5.40221  -1.88913
C  -2.83683  -4.09141  -1.82653
C  -1.56243  -3.78611  -1.38083
Sb  -1.09473  -1.67541  -1.22433
C  -2.79823  -1.68091  0.12187
C  -2.56073  -2.51521  1.20727
C  -3.49033  -2.67801  2.21297
C  -4.70103  -2.01421  2.13427
C  -4.96323  -1.22441  1.03227
C  -4.02873  -1.04871  0.01527
C  -4.39863  -0.19781  -1.15953
C  -1.70483  -1.10461  -3.26573
C  -2.11223  0.21529  -3.41543
C  -2.41493  0.75079  -4.65593
C  -2.30163  -0.04511  -5.78393
C  -1.83963  -1.33951  -5.65193
C  -1.51583  -1.88211  -4.40863
C  -0.98133  -3.28501  -4.39243
H  1.12327  -5.35811  0.00647
H  0.63637  -3.67691  0.27837
H  1.31487  -4.16321  -1.28293
H  -0.49443  -6.90941  -0.70413
H  -2.74323  -7.44821  -1.53673
H  -4.26463  -5.62371  -2.24053
H  -3.49873  -3.28981  -2.12793
H  -1.62063  -3.04681  1.27147
H  -3.27363  -3.33041  3.04577
H  -5.44143  -2.12271  2.91257
H  -5.92243  -0.73721  0.94317
H  -5.47903  -0.08771  -1.21913
H  -4.04493  -0.64851  -2.08373
H  -3.96043  0.79559  -1.06453
H  -2.20223  0.85579  -2.54243
H  -2.72973  1.78109  -4.73093
H  -2.55493  0.34269  -6.75963
H  -1.71743  -1.95831  -6.53193
H  -0.33063  -3.45131  -5.25213
H  -1.80603  -3.99621  -4.46243
H  -0.42953  -3.51401  -3.48203

=====

Density functional theory data (the ωB97M-V functional and the def2-TZVPD basis) for a molecular structure, C34H43N9O7PtS3.

net charge	+2
HOMO (spin up / spin down)	-0.458 / -0.467	Ha
ΔE to the lowest compared entry with this formula, charge and spin	0.000	eV
frontier orbital gap (spin up / spin down)	0.287 / 0.156	Eh
spin multiplicity	5
lowest unoccupied orbital energy (spin up / spin down)	-4.65 / -8.47	eV

Atoms and positions in Å:
Pt  -0.67640  -0.07665  1.73240
C  0.09305  2.99918  0.88637
N  0.41380  2.08469  1.99238
C  1.86969  2.02087  2.13718
C  -0.22568  2.52762  3.23983
C  -1.70482  2.26325  3.16253
C  -2.65444  3.21825  3.43007
C  -4.01277  2.89869  3.30751
C  -4.42928  1.61887  2.89718
C  -3.49149  0.65486  2.63587
C  -2.10123  0.96895  2.68073
H  0.69577  3.91018  0.96883
H  -0.95473  3.28571  0.92067
H  0.30054  2.51155  -0.06274
H  2.27975  3.02121  2.31476
H  2.30371  1.62204  1.22312
H  2.13380  1.38861  2.97952
H  -0.01942  3.58585  3.43627
H  0.20248  1.94334  4.05998
H  -2.36491  4.21661  3.73101
H  -4.75578  3.64965  3.54008
H  -5.48437  1.40807  2.79156
H  -3.80026  -0.33292  2.31700
C  -2.15269  -4.70368  1.74124
C  -1.95500  -3.34077  2.34908
O  -1.70083  -2.36072  1.64534
N  -2.05867  -3.27457  3.68793
C  -1.97756  -2.03809  4.45032
C  -0.57775  -1.71830  4.91005
C  -0.15934  -2.04931  6.19115
C  1.15173  -1.80353  6.56312
C  2.01057  -1.24722  5.62990
C  1.50829  -0.93983  4.37794
N  0.24014  -1.14477  4.02111
H  -2.25246  -4.60318  0.66461
H  -3.03821  -5.19313  2.14457
H  -1.29108  -5.33632  1.95962
H  -2.24782  -4.13012  4.18569
H  -2.64482  -2.12522  5.30770
H  -2.33757  -1.23213  3.81361
H  -0.85584  -2.49784  6.88501
H  1.49802  -2.05159  7.55585
H  3.04749  -1.05427  5.86217
H  2.15403  -0.52978  3.61383
C  0.52097  -2.38624  -7.04603
C  -0.97717  -2.46001  -6.81948
S  -1.66942  -0.92477  -6.22506
O  -3.08880  -0.94719  -6.45018
O  -0.87095  0.17630  -6.68775
C  -1.43797  -1.00674  -4.43657
C  -2.02869  0.28133  -3.89880
N  -2.11301  0.40668  -2.42666
C  -1.64645  -0.38248  -1.43575
N  -1.77443  0.21746  -0.24867
C  -2.36846  1.41823  -0.47492
C  -2.56829  1.54947  -1.80727
N  -3.13287  2.71392  -2.44041
O  -3.32312  2.69690  -3.63237
O  -3.37830  3.63470  -1.68878
C  -1.14203  -1.77494  -1.56222
H  0.88960  -3.36145  -7.36113
H  1.05044  -2.09719  -6.13805
H  0.75619  -1.65677  -7.81642
H  -1.25522  -3.22483  -6.09385
H  -1.53598  -2.65664  -7.73481
H  -0.36548  -1.07535  -4.25932
H  -1.95492  -1.90104  -4.09827
H  -3.03224  0.42122  -4.29879
H  -1.41264  1.11574  -4.23240
H  -2.63738  2.10966  0.29900
H  -0.28344  -1.84513  -2.22527
H  -1.92447  -2.43428  -1.93546
H  -0.88254  -2.12291  -0.56405
N  6.75475  3.58487  -1.77718
C  5.60124  2.89476  -1.90001
C  5.62016  1.51212  -2.16961
C  4.44625  0.81169  -2.29896
C  3.22466  1.47229  -2.15474
C  3.18696  2.84355  -1.88949
C  4.35895  3.54559  -1.75984
S  1.75088  0.60065  -2.31187
O  1.96282  -0.64211  -3.01252
O  0.67870  1.46623  -2.70086
N  1.36099  0.21765  -0.72284
C  1.59124  -0.94028  -0.23733
S  2.51045  -2.27863  -0.95414
C  2.23293  -3.19440  0.43572
C  1.45848  -2.50243  1.35793
N  1.11238  -1.27154  1.00785
H  7.63704  3.14932  -1.98133
H  6.74701  4.58553  -1.68798
H  6.56853  1.00930  -2.30015
H  4.46476  -0.24109  -2.54341
H  2.23538  3.34989  -1.82525
H  4.33609  4.61132  -1.57899
H  2.62638  -4.18960  0.54908
H  1.14241  -2.89244  2.31373

=====

One value per record, in order, for E: -173822.82013 -356225.57955 -99432.58207 eV.
One value per record, in order, for F_max: 3.7 2.8 0.4 eV/Å.